1 | # C4H12S

A cluster of 2 separate species, C4H12S in total (ωB97M-V/def2-TZVPD, OMol25).

Values from the calculation:
- orbital gap (alpha / beta) (eV) = 1.95 / 8.03
- HOMO (alpha / beta) (eV) = 1.3 / -4.7
- net charge = -1
- 2S+1 = 2
- LUMO level (alpha / beta) (Ha) = 0.121 / 0.122

CARTESIAN COORDINATES (ANGSTROEM)
S1 1.009 -1.866 -1.942
C1 0.367 -2.725 -0.602
C2 1.190 -0.153 -1.285
C3 -0.814 2.467 1.040
C4 -0.938 0.952 0.911
H1 1.344 -3.378 -0.433
H2 2.134 0.333 -1.381
H3 -1.483 0.578 1.869
H4 -0.206 2.766 1.810
H5 -1.565 0.828 0.044
H6 -0.385 -3.386 -0.846
H7 -0.426 2.713 0.004
H8 -1.702 2.899 1.102
H9 0.193 -2.307 0.406
H10 -0.152 0.216 1.050
H11 0.290 0.337 -1.606
H12 1.145 -0.273 -0.138


2 | # C4H12S

A cluster of 2 separate species, C4H12S in total (ωB97M-V/def2-TZVPD, OMol25).

Values from the calculation:
- orbital gap (alpha / beta) (eV) = 2.19 / 8.70
- HOMO (alpha / beta) (eV) = 1.4 / -5.0
- net charge = -1
- 2S+1 = 2
- LUMO level (alpha / beta) (Ha) = 0.131 / 0.135

CARTESIAN COORDINATES (ANGSTROEM)
S1 1.138 -0.212 1.569
C1 -3.191 -0.009 -1.632
C2 2.904 -0.365 1.901
C3 -2.776 -0.146 -3.093
C4 0.889 0.919 0.132
H1 -3.585 -0.939 -1.321
H2 -1.678 -0.029 -3.283
H3 3.062 -0.800 2.906
H4 -2.794 -1.246 -3.392
H5 -2.314 0.079 -0.957
H6 3.445 -1.083 1.215
H7 -0.070 0.657 -0.334
H8 0.833 1.788 0.585
H9 -3.935 0.796 -1.616
H10 -3.281 0.410 -3.857
H11 1.664 0.800 -0.642
H12 3.486 0.569 1.743


Which structure is most stable? 2, by 23.9 kcal/mol over the runner-up.


1 | # C3H8S2

A structure of composition C3H8S2 (ωB97M-V/def2-TZVPD, OMol25).

Values from the calculation:
- orbital gap (alpha / beta) (eV) = 6.15 / 7.01
- HOMO (alpha / beta) (eV) = -2.1 / -3.4
- net charge = -1
- 2S+1 = 2
- LUMO level (alpha / beta) (Ha) = 0.147 / 0.132

CARTESIAN COORDINATES (ANGSTROEM)
S1 1.196 0.079 0.745
S2 0.708 -1.775 -1.186
C1 -1.274 1.030 -0.184
C2 -1.995 0.583 1.098
C3 0.187 1.413 0.034
H1 -2.993 0.971 1.220
H2 -1.356 0.839 1.951
H3 0.211 2.223 0.773
H4 0.605 1.764 -0.912
H5 -1.767 1.910 -0.626
H6 -1.371 0.236 -0.922
H7 1.938 -1.322 -1.433
H8 -2.053 -0.504 1.158


2 | # C3H8S2

The ion C3H8S2 with charge -1 (ωB97M-V/def2-TZVPD, OMol25).

Values from the calculation:
- orbital gap (alpha / beta) (eV) = 3.20 / 8.17
- HOMO (alpha / beta) (eV) = 0.6 / -4.1
- net charge = -1
- 2S+1 = 2
- LUMO level (alpha / beta) (Ha) = 0.139 / 0.149

CARTESIAN COORDINATES (ANGSTROEM)
S1 0.664 -1.025 -1.432
S2 0.319 -1.696 0.534
C1 1.628 -0.733 1.602
C2 -0.880 0.137 -1.524
C3 -1.282 1.065 -0.375
H1 -2.381 0.852 -0.048
H2 -1.602 -0.713 -1.656
H3 1.346 -0.698 2.738
H4 1.859 0.356 1.312
H5 -0.592 0.806 0.450
H6 -0.684 0.762 -2.480
H7 2.699 -1.179 1.559
H8 -1.093 2.064 -0.679


Which structure is most stable? 1, by 50.9 kcal/mol over the runner-up.


1 | # C6H14N4

The ion C6H14N4 with charge +2 (ωB97M-V/def2-TZVPD, OMol25).

Values from the calculation:
- orbital gap (alpha / beta) (eV) = 8.11 / 8.33
- HOMO (alpha / beta) (eV) = -17.8 / -17.7
- net charge = +2
- 2S+1 = 1
- LUMO level (alpha / beta) (Ha) = -0.355 / -0.346

CARTESIAN COORDINATES (ANGSTROEM)
N1 1.954 -0.185 0.542
N2 -0.541 0.632 0.783
N3 1.266 -2.301 -0.075
N4 2.368 1.950 1.495
C1 1.678 1.118 0.849
C2 1.000 -1.046 0.147
C3 -1.390 1.684 0.560
C4 -0.344 -0.449 -0.190
C5 -1.495 -1.445 0.183
C6 -0.306 0.170 -1.578
H1 -1.375 0.332 -1.793
H2 2.813 -0.751 0.744
H3 3.358 1.880 1.661
H4 -1.368 -2.523 -0.082
H5 -1.589 2.063 -0.394
H6 -1.534 -1.503 1.281
H7 -0.128 -0.560 -2.352
H8 0.508 -2.819 -0.538
H9 -1.520 2.647 1.278
H10 0.321 1.032 -1.709
H11 2.329 -2.676 -0.095
H12 -2.396 1.178 0.623
H13 -2.504 -1.256 -0.056
H14 2.067 2.903 1.622


2 | # C6H14N4

The ion C6H14N4 with charge +2 (ωB97M-V/def2-TZVPD, OMol25).

Values from the calculation:
- orbital gap (eV) = 9.93
- HOMO (eV) = -18.1
- SMILES string = C[N+]1=CN2C[NH2+]CN(C2)C1
- net charge = +2
- 2S+1 = 1
- LUMO level (Ha) = -0.299

CARTESIAN COORDINATES (ANGSTROEM)
N1 -0.141 -0.455 1.328
N2 -1.382 0.393 -0.678
N3 2.133 -0.924 0.113
N4 0.748 1.123 -0.156
C1 -2.709 0.674 -1.146
C2 -1.329 -0.586 0.479
C3 0.942 -1.309 1.227
C4 0.257 0.973 1.307
C5 2.030 0.594 -0.352
C6 -0.330 1.018 -0.950
H1 3.015 -1.106 0.658
H2 -3.334 0.546 -0.195
H3 2.516 1.151 0.437
H4 -3.171 0.057 -1.896
H5 -2.799 1.810 -1.407
H6 -0.714 1.537 1.298
H7 1.591 -1.257 2.146
H8 1.101 1.185 1.944
H9 -1.399 -1.645 0.035
H10 -2.229 -0.366 1.111
H11 0.584 -2.315 0.843
H12 2.108 -1.658 -0.656
H13 2.387 0.726 -1.402
H14 -0.231 1.268 -1.946


Which structure is most stable? 2, by 40.8 kcal/mol over the runner-up.